256
Properties=species:S:1:pos:R:3 method="wB97M-V/def2-TZVPD" e_homo_ev="-9.78 / -9.77" orbital_gap_ev="5.9 / 3.0" total_charge=+2 total_energy_ev=-230170.6114 spin_multiplicity=2 e_lumo_ev="-3.86 / -6.82"
S -2.576 -5.819 0.828
S -0.173 -0.553 6.230
S -2.263 3.711 2.730
S 1.575 0.095 -2.543
S 2.808 3.402 4.528
P -4.856 -3.614 5.039
P 5.962 -2.371 -1.808
F -2.965 5.694 1.120
F 1.916 1.483 -4.837
F -0.889 5.789 1.872
F 0.136 2.064 -3.693
F 0.051 0.300 -4.815
F 5.030 4.776 3.882
F 0.268 -2.429 4.400
F -2.540 6.367 3.112
F 3.188 6.006 4.277
F -0.909 -6.252 2.923
F 1.805 -0.857 4.324
F 0.085 -5.156 1.214
F -0.363 -7.265 1.013
F 3.360 5.062 2.492
F 1.618 -2.484 5.904
O 1.481 3.906 4.879
O -2.022 2.944 1.483
O 2.604 12.312 -6.250
O -0.183 0.813 5.739
O 2.595 2.455 3.383
O 3.572 2.887 5.673
O -0.870 -0.954 0.714
O -3.070 -7.173 0.907
O 2.978 8.353 -2.857
O -3.135 -4.743 1.646
O -3.634 3.537 3.256
O -0.490 4.264 -0.765
O 2.652 0.965 -2.074
O -1.242 3.392 3.785
O 0.449 -0.675 7.550
O -1.489 -1.224 6.252
O 0.417 0.067 -1.654
O -2.352 -5.440 -0.575
O 2.038 -1.165 -3.117
N 0.053 1.648 0.576
N -4.889 4.149 -1.743
N 3.811 9.992 -5.249
N -0.518 -3.889 -4.182
C 0.095 0.846 1.898
C 9.017 -5.256 -0.614
C 6.707 1.477 -0.318
C 2.920 8.500 -1.476
C -0.978 -0.201 1.910
C -6.988 -7.559 2.851
C 5.630 -0.774 -1.008
C -6.334 5.023 0.169
C 6.669 0.380 -1.354
C 2.310 10.375 -4.852
C -6.098 4.039 -2.628
C 1.871 -6.152 -1.959
C -2.142 5.517 2.183
C 1.003 -1.623 5.080
C -0.682 -5.616 -6.110
C 0.927 2.857 0.590
C -3.734 3.271 -2.061
C 7.716 2.653 -0.719
C -6.230 -5.033 2.947
C -4.326 -2.285 3.895
C 5.312 -0.928 -5.864
C -5.350 6.727 -1.495
C 3.652 4.894 3.772
C 6.303 -2.169 -3.623
C -1.370 -3.205 -3.156
C -1.471 -2.282 0.837
C -5.100 -0.941 4.070
C 9.367 -6.640 -1.194
C -4.388 5.619 -2.004
C 2.099 11.878 -4.983
C -7.347 -6.018 2.478
C 0.879 1.098 -4.062
C -0.845 -6.122 1.574
C 2.418 -2.699 1.771
C 4.290 8.538 -4.899
C 7.385 -3.140 -0.937
C -4.399 -2.455 7.577
C 0.009 -2.833 -5.235
C -4.512 0.084 3.122
C -0.517 -4.361 -7.029
C -3.427 -4.671 5.235
C 0.812 3.668 -0.677
C 2.559 13.728 -6.329
C 3.051 -2.662 0.383
C 4.259 8.236 -3.373
C -2.759 1.029 -2.637
C 7.867 -4.543 -1.435
C 4.524 -3.445 -1.513
C 0.585 -3.418 -6.523
C -6.288 -4.582 4.396
C -1.452 -5.063 -4.855
C -2.106 -6.408 6.567
C 5.984 0.498 -5.824
C -2.570 -7.597 7.453
C -4.908 -3.090 10.090
C -5.903 6.511 -0.117
C 0.781 -4.530 -3.526
C 4.159 -3.638 0.030
C 0.545 -5.518 -2.381
C -4.871 -2.070 9.005
C -3.519 -5.843 6.210
C -4.001 1.799 -2.177
C -5.286 3.955 -0.242
C -0.421 5.437 -1.684
C -5.461 -3.158 6.661
C 5.097 -1.665 -4.472
C -5.564 1.092 2.954
H -5.176 -2.710 11.076
H -5.723 2.957 -0.220
H 3.795 -2.957 -2.159
H 2.159 10.061 -3.819
H 4.577 7.202 -3.239
H 2.693 12.399 -4.232
H -5.768 -3.671 9.756
H 4.873 8.947 -2.819
H -4.002 -1.708 6.890
H 1.933 2.615 0.933
H -4.211 -6.559 5.767
H -6.751 7.173 0.062
H -0.243 -6.203 -2.694
H -6.438 4.886 1.246
H -4.350 3.996 0.314
H 2.509 -5.325 -1.647
H -1.444 5.762 -1.876
H -2.405 1.233 -3.647
H -1.783 -5.725 -4.055
H -3.075 -7.181 8.325
H 4.449 -2.539 -4.544
H 5.762 2.002 -0.173
H 0.189 -6.214 -5.843
H 1.827 -6.441 -0.909
H -1.456 -5.747 7.140
H -2.932 -0.047 -2.640
H -2.565 -4.062 5.508
H -6.645 3.100 -2.544
H 7.067 -1.399 -3.726
H -3.422 3.509 -3.078
H 1.058 0.490 2.264
H -3.048 -8.378 6.863
H -4.103 5.825 -3.036
H -4.862 -0.524 5.049
H -6.133 -4.139 2.332
H 0.208 6.117 -1.110
H -1.421 -2.721 -0.159
H -4.006 -3.687 10.221
H -5.241 -5.453 2.765
H -7.781 -8.116 2.353
H -8.248 -5.647 2.966
H 4.614 -4.498 -1.782
H 1.682 9.827 -5.553
H 5.158 8.385 -5.541
H 8.005 -4.494 -2.515
H 0.796 -2.567 -7.172
H 3.562 14.021 -6.020
H -4.341 -0.418 2.169
H 6.887 1.041 0.665
H -6.771 -7.573 3.920
H -1.838 1.186 -2.075
H 1.070 12.200 -4.822
H 1.278 -5.004 -4.372
H 1.847 14.264 -5.701
H -2.333 -4.529 -5.210
H -3.482 5.724 -1.407
H -3.548 0.461 3.463
H -7.282 -4.187 4.605
H -6.035 -7.829 2.396
H -4.787 7.660 -1.461
H -4.294 -2.702 2.889
H -0.882 2.004 0.444
H -6.163 -1.069 3.868
H 1.852 8.610 -1.288
H -5.169 1.921 2.367
H 3.494 8.025 -5.439
H -1.546 -3.974 -2.404
H 7.043 -3.226 0.094
H -1.457 -3.823 -7.154
H 3.401 9.424 -1.156
H 3.377 -1.641 0.187
H -3.915 -5.474 7.156
H 4.454 10.672 -4.869
H -1.291 -6.269 -6.734
H 7.059 0.430 -5.987
H 8.249 -2.494 -0.780
H -4.225 -1.269 9.366
H -1.275 -2.891 1.720
H -6.378 0.646 2.382
H 0.756 -2.188 -4.772
H -0.724 -2.467 -2.679
H 7.643 -0.030 -1.618
H 1.575 -3.389 1.810
H -7.299 4.951 -0.332
H 7.386 2.897 -1.729
H 5.827 0.976 -4.857
H -2.532 -2.087 0.992
H -4.781 1.547 -2.896
H 1.318 -3.658 -3.153
H 1.566 4.403 -0.958
H 4.636 -0.467 -1.333
H 3.310 7.655 -0.909
H -6.038 7.161 -2.220
H -6.859 4.811 -2.512
H 8.671 -7.330 -0.717
H -7.553 -6.014 1.407
H -1.603 -6.860 5.712
H 5.716 1.179 -6.632
H 4.482 -1.006 -3.859
H -5.760 1.512 3.940
H 3.790 -4.649 0.206
H 7.418 3.556 -0.186
H 10.344 -7.026 -0.903
H 2.188 -2.698 -0.282
H 0.127 -4.892 -1.592
H 8.805 -5.097 0.444
H -1.689 -8.132 7.808
H 0.233 1.015 -0.190
H -6.108 -5.322 5.175
H -0.863 -2.260 -5.551
H -0.073 -4.759 -7.941
H -2.281 -2.896 -3.667
H -1.933 0.294 1.736
H -2.948 3.478 -1.335
H 6.324 0.880 -2.259
H 9.858 -4.591 -0.808
H 4.307 -0.846 -6.277
H -3.564 -3.126 7.780
H 8.798 2.528 -0.757
H 5.782 -0.923 0.061
H -5.905 -3.979 7.223
H -1.038 -0.740 2.856
H 2.430 13.984 -7.381
H 0.929 2.925 -1.466
H 2.014 -1.701 1.939
H -3.050 -5.007 4.269
H 7.073 -5.266 -1.249
H -5.709 4.011 -3.646
H 6.710 -3.129 -3.940
H 5.912 -1.494 -6.577
H 0.047 5.158 -2.629
H 2.379 -6.788 -2.684
H 5.055 -3.690 0.650
H 9.278 -6.650 -2.280
H -5.026 6.725 0.494
H 3.092 -3.019 2.566
H 4.014 10.214 -6.213
H -3.321 -2.005 4.211
H -0.211 1.581 2.642
H -6.197 -2.398 6.398
H -4.185 1.401 -1.179
H 1.546 -3.868 -6.273
H 0.544 3.497 1.385
H -5.788 -1.493 8.893